No. 1
Density functional theory data (ωB97M-V with the def2-TZVPD basis set) for a structure of composition C20H45F3O16SV at a distorted geometry.

Values from the calculation:
Frontier orbital gap in eV: 7.6800
Total charge: -1
Multiplicity: 1
Lowest unoccupied orbital energy in hartree: 0.0858
E_tot in hartree: -3634.600208

The geometry in XYZ format:
```
86
Properties=species:S:1:pos:R:3:forces:R:3:lowdin_charge:R:1
O -0.247 -2.573 -3.041 0.6351 0.1362 -0.4432 -0.313
V -1.411 -2.196 -2.068 -1.6115 0.0252 -0.0174 0.923
O -0.795 -1.316 -0.884 -0.1924 0.4039 -0.4310 -0.351
S -3.703 -1.960 -3.615 -4.3400 -0.6662 -5.5819 0.185
O -2.776 -1.037 -3.036 4.3654 4.9356 3.8911 -0.379
O -3.518 -1.887 -5.064 -0.6547 -0.1395 0.3994 -0.345
O -3.113 -3.175 -3.104 1.4488 -4.4715 2.4604 -0.381
O -5.092 -1.759 -3.199 0.9126 -0.0258 0.3011 -0.345
C 1.042 -4.077 -0.483 -0.5653 0.0339 -0.3275 -0.054
O -0.361 -3.986 -0.733 -1.2175 -0.2408 -0.2354 -0.257
C -1.217 -4.710 0.135 -0.8581 -0.3007 0.3746 -0.161
C -2.734 -4.477 -0.167 0.9776 1.0177 -0.7291 -0.155
O -2.926 -3.063 -0.214 -0.2552 0.4244 -0.3076 -0.261
C -4.298 -2.618 -0.277 -0.3667 0.0957 0.3092 -0.079
H 1.498 -3.772 -1.424 0.1364 0.0238 0.1868 0.090
H 1.312 -5.106 -0.245 0.0148 -0.1472 -0.0651 0.088
H 1.356 -3.429 0.335 -0.1245 0.1792 0.0374 0.094
H -0.985 -4.471 1.173 -0.0801 0.2853 0.1685 0.128
H -1.065 -5.784 0.025 0.2521 -0.2666 -0.1336 0.120
H -3.416 -4.937 0.548 0.3274 -0.1117 0.4032 0.127
H -2.992 -4.859 -1.155 0.0732 -0.2313 -0.1850 0.120
H -4.422 -1.617 -0.691 0.8216 -0.0428 -0.2091 0.086
H -4.697 -2.544 0.735 0.0349 -0.3426 0.2782 0.085
H -4.966 -3.219 -0.894 0.4104 -0.4054 -0.0827 0.093
C 2.387 0.601 4.980 -0.6167 0.7855 -0.5314 -0.105
O 2.498 0.644 3.582 1.4659 -0.3748 -0.0445 -0.176
C 1.277 0.455 2.913 -0.2405 0.2193 1.2528 -0.213
C 1.558 0.490 1.476 0.3319 -0.0481 -1.3664 -0.216
O 2.426 -0.554 1.103 0.1360 -0.2234 -0.1961 -0.156
C 2.709 -0.547 -0.275 -0.1133 -1.5766 -0.4171 -0.118
H 1.962 -0.360 5.271 -0.2917 0.1189 0.4455 0.093
H 1.778 1.482 5.185 -0.6958 -0.2717 0.9242 0.074
H 3.311 0.789 5.527 0.4151 -0.3083 -0.6071 0.083
H 0.586 1.252 3.188 -0.2237 0.3922 -0.1129 0.122
H 0.759 -0.442 3.252 0.1512 -0.4942 -0.1379 0.134
H 2.106 1.398 1.227 -0.3029 0.5899 0.0457 0.129
H 0.644 0.426 0.885 -0.2557 0.1345 -0.0184 0.117
H 1.882 -0.881 -0.901 -0.7546 0.2155 0.1789 0.073
H 3.409 -1.371 -0.410 0.5540 0.3144 -0.0642 0.088
H 3.064 0.369 -0.749 0.3523 0.3850 0.5783 0.068
C -0.944 1.620 6.876 -0.2835 0.5796 -0.7739 -0.094
O -1.378 1.421 5.541 1.6783 0.0388 0.5469 -0.194
C -2.692 1.048 5.391 -0.1462 -0.4170 -2.0429 -0.234
C -2.958 0.969 3.865 0.4639 -0.8838 0.5694 -0.178
O -2.336 -0.224 3.266 -1.1349 1.9796 -0.0056 -0.187
C -2.474 -0.131 1.812 -0.6524 -0.5792 1.3968 -0.070
H -1.003 0.741 7.518 -0.2455 -0.2225 -0.0604 0.087
H -1.562 2.436 7.250 0.0791 0.0633 0.6872 0.084
H 0.096 1.943 6.831 -0.0798 -0.0004 -0.0085 0.074
H -3.395 1.777 5.792 -0.0988 0.2385 0.3366 0.118
H -2.874 0.066 5.828 -0.2041 -0.1953 0.1681 0.127
H -2.649 1.863 3.324 0.6505 0.1216 0.2558 0.104
H -4.042 1.061 3.808 -0.4847 -0.9986 -0.5547 0.111
H -3.541 -0.030 1.608 -0.1739 0.0727 -0.2714 0.082
H -2.164 -1.099 1.419 0.3800 0.4024 -0.2206 0.072
H -1.969 0.748 1.412 0.3465 -0.2465 -0.0735 0.075
C 2.290 -1.099 -4.998 -0.6783 1.1760 -0.2972 -0.066
O 1.762 0.291 -5.079 2.4753 0.0119 -0.2317 -0.187
C 2.822 1.272 -5.482 -1.2011 0.3453 0.5750 -0.161
C 3.971 1.559 -4.494 0.2423 -1.8373 0.5108 -0.221
O 3.556 1.925 -3.177 0.8103 1.4659 0.0158 -0.204
C 4.630 2.521 -2.352 -1.3548 -1.3461 -0.2080 -0.068
H 2.785 -1.324 -5.943 0.4598 0.0012 0.1197 0.077
H 1.492 -1.834 -4.902 -0.5412 0.6264 -0.0081 0.067
H 2.900 -1.266 -4.110 0.3983 0.3448 -0.1396 0.077
H 2.344 2.224 -5.716 -0.8065 -0.0697 0.5789 0.111
H 3.223 1.068 -6.475 0.4406 -0.8661 0.0720 0.110
H 4.788 2.178 -4.865 -0.5604 0.8794 -0.4488 0.115
H 4.515 0.615 -4.447 0.1214 -0.5885 0.4718 0.104
H 4.187 2.911 -1.436 -0.4204 -0.0540 -0.1744 0.077
H 5.186 3.349 -2.791 -0.0189 -0.2498 -0.5549 0.081
H 5.249 1.683 -2.030 0.5556 0.1951 -0.1678 0.082
C -0.416 2.036 -2.628 0.3705 -0.0135 -0.4367 -0.014
C 0.728 2.385 -1.676 0.0095 -0.0788 -1.6495 -0.228
O 0.189 2.754 -0.445 -1.3904 3.2199 3.4866 -0.023
C -0.043 4.116 -0.152 1.4772 -0.8149 -3.5493 -0.267
O 0.261 5.052 -0.889 -0.7145 -2.1160 2.0267 0.133
C -0.819 4.358 1.154 0.9223 -1.3695 1.4183 -0.534
F -1.157 3.166 1.742 0.6446 1.1381 -0.1968 0.122
F -0.110 5.127 2.025 0.2047 -0.9927 -0.4316 0.141
F -1.915 5.013 0.969 -1.6020 0.7112 -0.8868 0.209
H -1.200 2.793 -2.635 0.1806 0.2479 -0.0373 0.083
H -0.917 1.088 -2.432 0.2551 -0.0521 0.3912 0.065
H 0.014 1.940 -3.625 -0.1221 0.0535 -0.1394 0.075
H 1.364 3.198 -2.025 -0.1381 -0.0027 -0.3410 0.114
H 1.374 1.518 -1.537 -0.1699 0.0548 0.2919 0.099
```
Forces are in eV/Å.

---

No. 2
Density functional theory data (ωB97M-V with the def2-TZVPD basis set) for a cluster of 3 separate species, C20H45FO3PS in total at a distorted geometry.

Values from the calculation:
Frontier orbital gap in eV: 6.9849
Total charge: -1
Multiplicity: 1
Lowest unoccupied orbital energy in hartree: 0.0940
E_tot in hartree: -1853.980497

The geometry in XYZ format:
```
71
Properties=species:S:1:pos:R:3:forces:R:3:lowdin_charge:R:1
C 2.320 -3.640 4.486 -0.3735 1.0004 -1.3460 -0.125
C 1.577 -4.282 3.137 0.2807 -1.5392 0.6537 -0.319
O 0.128 -4.027 3.123 3.2380 0.5351 -0.7627 -0.416
P -0.234 -2.488 2.365 -0.4097 -1.0189 0.1244 0.829
C -0.642 -0.766 1.647 0.5144 2.9612 0.0680 -0.624
S -1.508 -0.784 -0.017 0.5604 1.1664 -0.0557 0.749
C -0.368 0.245 -1.132 1.8827 -0.2230 0.7071 -0.507
C 1.038 -0.600 -1.253 0.1717 -0.4140 -0.2081 -0.207
C -0.647 -3.415 0.747 -2.2908 -4.7522 -7.2222 -0.568
O 0.312 -3.579 -0.206 -3.4216 1.4901 5.4095 -0.202
O -1.963 -4.044 0.424 6.1253 3.8153 3.0959 -0.300
C -1.491 -2.167 3.802 -1.2893 -1.2447 0.5445 -0.313
C -3.060 -2.066 3.279 0.1383 0.6609 0.2708 -0.095
F -1.454 -3.387 4.693 -0.5687 3.1877 -0.8834 -0.165
H 2.357 -4.410 5.370 -0.0678 1.7014 -1.7427 0.072
H 1.709 -2.652 4.758 1.3233 -2.2927 -0.2325 0.069
H 3.390 -3.262 4.139 -2.0203 -1.0105 1.0301 0.071
H 2.104 -3.961 2.131 -1.0579 -0.4366 1.9872 0.106
H 1.711 -5.465 3.227 -0.3653 2.5208 -0.3800 0.124
H 1.154 -2.031 2.516 -1.0136 -0.4924 0.0563 0.064
H -1.273 -0.105 2.416 1.2358 -1.3082 -1.7095 0.026
H 0.389 -0.176 1.527 -2.1820 -1.2127 0.1121 0.057
H -0.850 0.352 -2.193 0.7429 -0.1131 2.2167 0.067
H -0.129 1.271 -0.610 -0.7356 -1.7774 -1.2505 0.065
H 1.913 0.016 -1.773 -1.9600 -1.2037 0.8136 0.071
H 0.777 -1.596 -1.839 0.8344 2.0813 1.2841 0.064
H 1.480 -0.947 -0.203 -1.2296 0.7869 -2.2115 0.066
H -1.121 -1.202 4.367 -0.8421 -2.0901 -0.6667 0.115
H -3.210 -2.829 2.405 0.2962 1.5103 1.5042 0.081
H -3.284 -0.944 2.942 0.5264 -2.5300 0.4613 0.077
H -3.840 -2.289 4.148 2.0044 0.3257 -1.6691 0.087
C -1.560 6.262 2.465 -0.1621 0.1735 0.0818 -0.119
C -0.522 5.699 3.423 0.1429 -0.0559 -0.0021 -0.278
C 0.234 4.494 2.855 0.0454 -0.0592 0.1149 -0.228
C -0.631 3.268 2.541 -0.1036 0.0444 -0.1120 -0.224
C -1.429 2.710 3.723 0.0366 -0.0714 -0.1568 -0.270
C -0.550 2.213 4.859 -0.1349 -0.0548 0.1961 -0.114
H -2.342 5.532 2.240 0.0669 0.0653 -0.0279 0.067
H -2.042 7.140 2.908 0.0045 -0.0884 -0.1321 0.067
H -1.092 6.572 1.525 -0.0776 -0.0639 0.0425 0.075
H -1.003 5.437 4.373 0.0688 -0.0216 -0.0879 0.098
H 0.204 6.487 3.655 -0.0370 -0.0733 0.0304 0.101
H 1.025 4.213 3.559 -0.0396 -0.0022 -0.0528 0.100
H 0.746 4.800 1.934 -0.0438 -0.0072 0.0716 0.109
H 0.020 2.477 2.149 -0.0914 0.0379 0.0385 0.099
H -1.328 3.511 1.731 0.0855 -0.0348 0.0458 0.105
H -2.042 1.874 3.364 0.0306 0.1440 -0.0043 0.092
H -2.130 3.462 4.102 0.0264 -0.0128 -0.0527 0.099
H 0.126 1.425 4.512 0.0027 0.0657 0.0252 0.071
H -1.171 1.796 5.660 0.1463 0.0115 -0.0462 0.071
H 0.049 3.019 5.291 0.0158 -0.0665 -0.0131 0.063
C 1.809 0.182 -8.287 -0.1070 0.1192 -0.2040 -0.122
C 1.300 0.556 -6.904 0.0461 -0.0018 0.1445 -0.277
C 1.855 -0.338 -5.793 -0.0986 0.0319 0.1209 -0.227
C 1.479 -1.821 -5.897 0.0563 -0.0590 -0.1121 -0.226
C -0.024 -2.114 -5.924 0.1052 -0.0746 0.0411 -0.271
C -0.743 -1.679 -4.657 -0.2114 -0.0760 0.0201 -0.107
H 1.502 -0.827 -8.572 0.0606 0.0630 0.0115 0.065
H 1.408 0.875 -9.034 0.0977 -0.1229 0.0097 0.067
H 2.901 0.237 -8.326 -0.0755 -0.0632 -0.0167 0.073
H 0.203 0.539 -6.898 0.1103 -0.0268 0.0481 0.099
H 1.589 1.592 -6.693 -0.0592 -0.0674 0.0183 0.102
H 1.523 0.055 -4.826 0.0314 -0.0705 -0.0486 0.096
H 2.950 -0.260 -5.789 -0.0723 0.0147 -0.0119 0.108
H 1.928 -2.352 -5.049 -0.0790 0.0594 -0.0638 0.113
H 1.936 -2.251 -6.796 0.0112 0.0434 0.0491 0.097
H -0.164 -3.195 -6.050 0.0355 0.1275 -0.0303 0.106
H -0.492 -1.641 -6.794 0.0682 -0.0150 -0.0200 0.095
H -0.321 -2.178 -3.779 -0.0929 0.0861 -0.0519 0.073
H -1.804 -1.942 -4.718 0.1312 0.0543 0.1187 0.077
H -0.678 -0.598 -4.506 0.0128 -0.0364 0.0193 0.057
```
Forces are in eV/Å.

---

No. 3
Density functional theory data (ωB97M-V with the def2-TZVPD basis set) for a cluster of 3 separate species, C20H45N3O5 in total at a distorted geometry.

Values from the calculation:
Frontier orbital gap in eV: 9.1950
Multiplicity: 1
Lowest unoccupied orbital energy in hartree: 0.0222
E_tot in hartree: -1329.382780
SMILES: CC[C@@H](C)[C@H]1CNC(=O)C1.COCCNCCOC.COCCNCCOC

The geometry in XYZ format:
```
73
Properties=species:S:1:pos:R:3:forces:R:3:lowdin_charge:R:1
C 2.188 -2.193 -1.070 0.5429 0.0874 -0.5330 -0.091
C 3.445 -2.397 -1.921 0.1168 0.0126 0.3770 -0.210
C 4.496 -1.269 -1.833 -0.3521 -0.0716 0.2990 -0.329
C 3.895 0.148 -1.778 0.2837 0.0796 -0.4361 -0.043
C 5.465 -1.515 -0.678 0.4422 -0.0258 0.2449 -0.292
C 6.831 -0.799 -0.844 -0.4629 -0.2712 0.3843 -0.156
N 7.440 -0.785 0.509 -0.1678 0.3481 -0.2319 0.036
C 6.272 -0.361 1.262 -0.1561 0.9196 0.8135 -0.421
O 6.247 0.608 1.991 0.1191 -1.5323 -0.7943 0.110
C 5.050 -1.149 0.758 0.0856 0.8349 -0.0438 -0.067
H 1.657 -3.136 -1.002 -0.2546 -0.0417 0.1738 0.072
H 1.538 -1.456 -1.528 -0.2885 0.0214 0.0675 0.052
H 2.470 -1.838 -0.084 -0.1410 -0.0693 0.2642 0.067
H 3.929 -3.308 -1.568 0.1063 -0.1598 -0.1018 0.099
H 3.179 -2.593 -2.957 -0.1503 0.1176 -0.1574 0.106
H 5.096 -1.320 -2.740 0.1395 -0.1520 -0.1145 0.129
H 4.295 0.747 -2.593 0.0004 0.1358 -0.0690 0.077
H 2.818 0.159 -1.884 -0.1706 -0.0394 0.0329 0.065
H 4.144 0.677 -0.865 -0.0240 0.0626 0.1859 0.073
H 5.733 -2.572 -0.629 -0.1362 -0.2067 -0.3314 0.132
H 7.424 -1.339 -1.571 0.3796 0.1401 -0.0790 0.121
H 6.708 0.241 -1.132 0.0023 0.1050 -0.2863 0.124
H 7.600 -1.761 0.744 0.2147 -0.1199 0.1891 0.115
H 4.846 -2.026 1.360 0.0682 -0.0981 0.2566 0.121
H 4.206 -0.473 0.853 -0.2306 -0.0770 -0.1026 0.107
C -1.715 -1.789 -3.179 0.0775 -0.0742 0.0516 -0.111
O -1.281 -1.712 -1.838 -0.0924 -0.0075 -0.1246 -0.204
C -1.946 -0.732 -1.049 0.1546 0.1267 0.1957 -0.212
C -2.869 -1.361 -0.029 -0.1036 -0.1492 -0.0928 -0.208
N -4.026 -1.979 -0.662 0.1104 -0.1078 0.0468 -0.045
C -4.834 -2.824 0.212 -0.0457 0.1060 -0.1646 -0.199
C -4.182 -4.027 0.888 -0.1046 -0.0237 0.1731 -0.230
O -3.834 -5.083 0.015 0.0546 0.0217 -0.0672 -0.179
C -2.607 -4.928 -0.671 -0.0732 -0.1406 -0.0351 -0.102
H -0.982 -2.383 -3.725 0.0207 -0.0002 0.0167 0.088
H -2.689 -2.282 -3.274 -0.0437 0.0748 -0.0269 0.077
H -1.774 -0.797 -3.637 -0.0271 0.0075 -0.0174 0.088
H -2.482 -0.019 -1.680 -0.0920 -0.0450 -0.0114 0.119
H -1.169 -0.182 -0.509 -0.0059 0.0237 -0.0151 0.116
H -3.213 -0.581 0.656 -0.0091 0.0166 -0.0013 0.115
H -2.273 -2.081 0.549 0.0567 0.0692 0.0525 0.105
H -3.720 -2.528 -1.453 0.0240 -0.0179 -0.0236 0.068
H -5.667 -3.200 -0.387 -0.0402 0.0066 0.0411 0.119
H -5.267 -2.189 0.992 0.0247 -0.0088 0.0425 0.117
H -4.924 -4.450 1.570 0.0034 -0.0079 0.0026 0.120
H -3.319 -3.743 1.503 0.0542 0.0451 -0.0813 0.111
H -1.860 -4.418 -0.057 0.0043 0.0635 -0.0100 0.087
H -2.732 -4.386 -1.613 0.0779 0.0827 0.0274 0.072
H -2.238 -5.925 -0.911 -0.0205 -0.0100 0.0288 0.088
C -1.013 3.832 4.300 -0.0958 0.0128 0.0064 -0.114
O -1.751 4.804 3.587 0.0649 -0.1130 0.0041 -0.192
C -0.992 5.572 2.663 -0.0556 0.1887 -0.0293 -0.217
C -1.333 5.223 1.230 -0.0007 -0.1750 -0.0066 -0.217
N -0.866 3.889 0.878 -0.1564 0.0011 0.0262 -0.049
C -1.355 3.373 -0.397 0.1606 -0.0363 0.1120 -0.197
C -2.858 3.223 -0.610 -0.0267 0.0009 -0.2163 -0.224
O -3.469 2.202 0.155 0.0560 -0.0029 0.0898 -0.194
C -3.779 2.543 1.492 -0.0578 -0.1911 -0.0283 -0.096
H -1.641 3.482 5.117 -0.0226 0.0196 -0.0014 0.088
H -0.753 2.968 3.677 0.0852 0.0192 -0.0012 0.077
H -0.096 4.255 4.718 0.0277 -0.0172 -0.0035 0.088
H 0.079 5.457 2.849 0.0195 -0.0729 -0.0290 0.122
H -1.252 6.621 2.831 0.0207 0.0027 0.0196 0.122
H -0.852 5.950 0.569 -0.0132 0.0093 -0.0297 0.124
H -2.419 5.335 1.116 -0.0078 0.0874 -0.0062 0.105
H -1.119 3.243 1.613 -0.0153 -0.0075 0.0362 0.069
H -0.907 2.385 -0.533 0.0135 0.0089 -0.0607 0.108
H -0.960 4.011 -1.194 -0.0373 0.0269 -0.0189 0.119
H -3.002 2.927 -1.652 -0.0160 -0.0013 -0.0004 0.120
H -3.398 4.169 -0.479 0.0410 0.0202 0.1134 0.113
H -4.077 3.590 1.586 0.0495 0.0406 0.0166 0.089
H -2.944 2.340 2.169 0.0127 0.1204 0.0332 0.074
H -4.613 1.915 1.804 -0.0174 0.0074 -0.0413 0.088
```
Forces are in eV/Å.

---

Which of these has the highest E_tot? C20H45N3O5